C7H10O | ωB97M-V/def2-TZVPD

Properties
Frontier orbital gap, eV: 10.431
HOMO energy, eV: -9.4
Energy above the lowest of the compared OMol25 structures with the same formula, charge and spin, kJ/mol: 174.6
Lowest unoccupied orbital energy, eV: 1.1

Last column: natural (NBO) charge in e.
Geometry (Å):
C -0.520 1.416 -0.525  -0.4243
C -1.395 0.104 -0.223  0.0803
C -0.756 -1.207 -0.601  -0.4511
C 0.502 -1.159 0.262  -0.2462
C 1.583 -0.104 -0.248  -0.3868
C 0.707 1.040 0.340  -0.2657
C 0.168 -0.010 1.352  0.0858
O -1.234 0.082 1.243  -0.5259
H -1.098 2.342 -0.249  0.2323
H -0.298 1.353 -1.605  0.2090
H -2.473 0.200 -0.394  0.2060
H -0.563 -1.376 -1.681  0.2211
H -1.422 -2.063 -0.284  0.2243
H 0.714 -2.103 0.814  0.2178
H 1.801 -0.014 -1.425  0.1888
H 2.487 -0.293 0.250  0.2125
H 1.386 1.908 0.627  0.2160
H 0.411 -0.115 2.348  0.2060



C3H3O3P | ωB97M-V/def2-TZVPD

Properties
Frontier orbital gap, eV: 9.629
HOMO energy, eV: -9.5
Energy above the lowest of the compared OMol25 structures with the same formula, charge and spin, kJ/mol: 189.2
Lowest unoccupied orbital energy, eV: 0.2

Last column: natural (NBO) charge in e.
Geometry (Å):
O 3.674 1.351 -0.052  -0.5532
C 2.617 0.778 -0.006  0.5944
O 1.412 1.322 -0.165  -0.4921
C 0.294 0.494 -0.231  -0.0863
C 0.649 -0.960 0.082  -0.2076
O 1.363 -1.443 -0.954  -0.6961
P 2.389 -1.245 0.399  0.8345
H -0.068 0.546 -1.221  0.2000
H -0.600 1.060 0.405  0.1944
H -0.172 -1.610 0.322  0.2121



C66H80F7NO4 | ωB97M-V/def2-TZVPD

Properties
Frontier orbital gap, eV: 7.935
HOMO energy, eV: -9.2
Lowest unoccupied orbital energy, eV: -1.2

Last column: Löwdin charge in e.
Geometry (Å):
C 0.732 -4.036 3.597  -0.1420
C 2.157 -4.292 2.909  -0.2547
C 2.168 -3.567 1.468  -0.2140
C 3.492 -4.007 0.654  -0.2148
C 4.647 -2.891 0.664  -0.2057
C 4.163 -1.587 -0.155  -0.1953
C 4.692 -0.279 0.664  -0.1982
C 3.494 0.417 1.484  -0.1990
C 3.398 2.017 1.228  -0.2083
C 2.496 2.375 -0.048  -0.2147
C 0.960 2.662 0.290  -0.2086
C 0.116 2.944 -1.068  -0.1961
C -1.369 2.294 -0.989  -0.1882
C -2.223 3.112 0.119  -0.1922
C -3.808 2.962 -0.067  -0.1292
C -4.242 1.470 0.342  -0.0354
C -4.386 1.050 1.700  -0.0092
C -4.145 2.125 2.865  -0.1541
O -4.052 1.560 4.178  -0.1746
C -2.736 1.038 4.443  -0.2433
C -1.590 2.169 4.590  -0.0827
C -4.805 -0.457 1.922  -0.1951
O -5.016 -0.960 3.058  0.0576
C -4.992 -1.483 0.697  -0.0305
C -5.302 -3.036 1.055  -0.0681
C -3.850 -3.688 1.384  -0.3184
C -3.733 -5.221 0.935  -0.0507
F -3.469 -3.454 2.755  -0.0654
C -4.860 -1.060 -0.677  -0.0561
C -5.038 -2.009 -1.962  -0.1231
C -3.811 -3.007 -2.222  -0.0923
C -2.535 -2.304 -2.899  -0.4051
N -1.500 -3.178 -3.519  0.0882
O -2.347 -1.070 -2.922  0.0396
C -4.506 0.479 -0.893  -0.2038
O -4.480 0.894 -2.086  0.0057
H -0.117 -4.598 3.089  0.0663
H 0.456 -2.924 3.627  0.0736
H 0.776 -4.392 4.682  0.0686
H 2.333 -5.406 2.757  0.1043
H 2.965 -3.809 3.560  0.1121
H 1.255 -3.811 0.829  0.1082
H 2.206 -2.432 1.659  0.0971
H 3.911 -4.956 1.147  0.1035
H 3.264 -4.244 -0.451  0.0986
H 4.816 -2.583 1.756  0.1049
H 5.644 -3.297 0.273  0.1070
H 4.587 -1.557 -1.226  0.1070
H 3.031 -1.504 -0.232  0.0911
H 5.549 -0.593 1.342  0.1018
H 5.106 0.477 -0.094  0.1030
H 2.470 -0.002 1.177  0.0961
H 3.677 0.223 2.605  0.1023
H 4.470 2.342 0.962  0.1077
H 3.094 2.570 2.185  0.0847
H 2.617 1.537 -0.814  0.1132
H 2.952 3.332 -0.502  0.1182
H 0.925 3.638 0.889  0.0983
H 0.484 1.858 0.943  0.1032
H 0.682 2.528 -1.973  0.1100
H -0.030 4.078 -1.161  0.1051
H -1.861 2.279 -2.012  0.1128
H -1.215 1.242 -0.565  0.1123
H -1.992 4.236 -0.006  0.1210
H -1.831 2.761 1.129  0.0907
H -4.020 3.178 -1.177  0.1081
H -4.422 3.702 0.542  0.1174
H -3.283 2.828 2.591  0.1088
H -5.086 2.792 2.870  0.1518
H -2.424 0.189 3.728  0.1279
H -2.800 0.533 5.477  0.1300
H -0.882 2.017 3.699  0.0635
H -2.051 3.210 4.584  0.0855
H -0.974 2.077 5.540  0.0678
H -5.859 -3.582 0.231  0.0987
H -5.946 -3.085 2.004  0.1341
H -3.106 -3.071 0.756  0.1316
H -4.770 -5.648 0.701  0.0869
H -3.055 -5.277 0.006  0.0741
H -3.191 -5.788 1.763  0.0875
H -5.312 -1.441 -2.925  0.1364
H -5.953 -2.677 -1.756  0.0970
H -4.170 -3.795 -2.978  0.1305
H -3.450 -3.564 -1.300  0.0852
H -1.846 -4.138 -3.392  0.0651
H -0.664 -3.038 -2.917  0.0953
F -5.307 6.125 -5.766  0.0599
C -5.923 5.321 -4.885  -0.2896
C -7.212 5.622 -4.476  -0.0221
C -7.852 4.786 -3.567  -0.0836
C -7.192 3.665 -3.070  -0.0952
C -5.895 3.375 -3.485  -0.0753
C -5.258 4.205 -4.402  -0.0070
H -7.707 6.503 -4.867  0.1149
H -8.864 5.007 -3.246  0.1036
H -7.690 3.015 -2.358  0.0832
H -5.380 2.503 -3.094  0.0697
H -4.252 3.990 -4.743  0.1188
F 2.791 -6.056 -2.718  0.0538
C 3.657 -5.312 -3.426  -0.2963
C 4.999 -5.311 -3.076  -0.0140
C 5.896 -4.544 -3.811  -0.0816
C 5.441 -3.779 -4.882  -0.1004
C 4.091 -3.784 -5.221  -0.0805
C 3.195 -4.559 -4.493  -0.0198
H 5.334 -5.906 -2.235  0.1195
H 6.948 -4.543 -3.551  0.0938
H 6.141 -3.177 -5.452  0.0967
H 3.737 -3.184 -6.052  0.1059
H 2.142 -4.581 -4.749  0.1138
F -7.950 -2.739 -0.727  0.0478
C -8.782 -1.917 -1.383  -0.2823
C -10.048 -2.360 -1.732  -0.0153
C -10.907 -1.501 -2.409  -0.0807
C -10.486 -0.215 -2.737  -0.0893
C -9.210 0.215 -2.384  -0.0649
C -8.354 -0.640 -1.697  -0.0032
H -10.354 -3.367 -1.475  0.1166
H -11.903 -1.834 -2.681  0.1056
H -11.155 0.453 -3.269  0.1030
H -8.883 1.215 -2.643  0.0836
H -7.360 -0.323 -1.405  0.1009
F 4.001 2.995 4.339  0.0420
C 3.695 2.000 5.189  -0.2908
C 4.674 1.496 6.029  -0.0149
C 4.355 0.469 6.911  -0.0802
C 3.062 -0.050 6.933  -0.0942
C 2.089 0.461 6.080  -0.0791
C 2.405 1.496 5.207  -0.0228
H 5.677 1.907 5.991  0.1172
H 5.111 0.072 7.579  0.1053
H 2.815 -0.854 7.618  0.1017
H 1.083 0.053 6.096  0.1025
H 1.657 1.912 4.542  0.1032
F 8.086 -3.266 -1.739  0.0508
C 8.952 -2.520 -2.445  -0.2895
C 10.292 -2.520 -2.095  -0.0169
C 11.189 -1.752 -2.830  -0.0821
C 10.733 -0.985 -3.899  -0.0969
C 9.383 -0.990 -4.238  -0.0794
C 8.488 -1.766 -3.511  -0.0201
H 10.627 -3.116 -1.255  0.1167
H 12.242 -1.750 -2.570  0.1051
H 11.433 -0.383 -4.469  0.1013
H 9.029 -0.389 -5.069  0.1060
H 7.434 -1.789 -3.766  0.1036
F 4.812 8.872 -0.004  0.0596
C 4.505 7.878 0.845  -0.2911
C 5.485 7.376 1.687  -0.0189
C 5.167 6.350 2.570  -0.0764
C 3.875 5.830 2.594  -0.0932
C 2.901 6.339 1.740  -0.0821
C 3.215 7.373 0.865  -0.0181
H 6.487 7.788 1.648  0.1154
H 5.924 5.955 3.238  0.1057
H 3.629 5.027 3.279  0.0803
H 1.896 5.930 1.757  0.0969
H 2.467 7.787 0.199  0.1157



C24H32CoN4O3PS | ωB97M-V/def2-TZVPD

Properties
2S+1: 2
Frontier orbital gap (alpha / beta), eV: 8.768 / 9.280
HOMO energy (alpha / beta), eV: -11.2 / -11.4
Net charge: +1
Lowest unoccupied orbital energy (alpha / beta), eV: -2.4 / -2.1
<S²>: 0.85

Last column: Löwdin spin population.
Geometry (Å):
Co -0.256 0.059 0.025  0.9664
N -0.199 2.282 1.302  0.0016
C -0.452 2.150 2.730  0.0008
C -1.250 0.880 2.970  0.0007
N -0.691 -0.298 2.279  0.0159
C -1.659 -1.399 2.402  0.0004
C -1.309 -2.590 1.535  0.0034
N -1.059 -2.120 0.174  0.0393
C 0.628 -0.665 2.831  0.0006
C 1.611 -1.152 1.777  -0.0007
N 1.586 -0.199 0.647  -0.0137
H 0.545 2.943 1.107  -0.0003
H -1.006 2.660 0.817  0.0000
H -1.019 2.985 3.152  0.0000
H 0.500 2.134 3.263  0.0000
H -2.258 1.020 2.577  0.0000
H -1.344 0.691 4.048  0.0004
H -2.630 -1.008 2.093  0.0000
H -1.752 -1.714 3.450  0.0003
H -2.128 -3.312 1.594  0.0014
H -0.420 -3.105 1.905  -0.0001
H -1.938 -1.861 -0.269  0.0001
H -0.657 -2.853 -0.400  0.0008
H 0.528 -1.414 3.625  0.0003
H 1.060 0.218 3.302  0.0000
H 1.342 -2.126 1.374  -0.0001
H 2.611 -1.231 2.210  -0.0004
H 2.208 -0.512 -0.095  0.0003
H 1.951 0.705 0.939  0.0000
O -3.059 2.502 -1.466  0.0013
S -1.949 1.611 -1.568  0.0006
O -0.617 2.177 -1.384  0.0087
O -2.053 0.420 -0.627  -0.0127
C -1.905 0.900 -3.187  0.0001
C -2.851 1.275 -4.121  0.0001
C -2.724 0.830 -5.432  0.0001
C -1.648 0.038 -5.795  -0.0001
C -0.706 -0.338 -4.846  -0.0005
C -0.827 0.079 -3.526  -0.0029
P 0.363 -0.483 -2.263  -0.0121
C 0.444 -2.285 -2.494  0.0021
C -0.615 -3.014 -3.028  0.0011
C -0.597 -4.404 -3.000  0.0000
C 0.473 -5.078 -2.433  0.0005
C 1.536 -4.359 -1.897  -0.0001
C 1.518 -2.975 -1.925  0.0006
C 1.991 0.120 -2.804  -0.0033
C 2.370 1.395 -2.379  -0.0002
C 3.589 1.926 -2.773  0.0001
C 4.440 1.189 -3.584  0.0000
C 4.068 -0.078 -4.011  -0.0002
C 2.846 -0.611 -3.625  -0.0006
H -3.659 1.929 -3.824  0.0000
H -3.460 1.120 -6.170  0.0000
H -1.536 -0.290 -6.820  0.0000
H 0.128 -0.964 -5.141  0.0000
H -1.465 -2.503 -3.462  0.0000
H -1.425 -4.957 -3.423  0.0000
H 0.486 -6.160 -2.414  0.0000
H 2.381 -4.879 -1.466  0.0000
H 2.363 -2.432 -1.516  0.0000
H 1.692 1.982 -1.770  0.0000
H 3.872 2.921 -2.454  0.0000
H 5.392 1.603 -3.889  0.0000
H 4.725 -0.652 -4.649  0.0000
H 2.566 -1.599 -3.970  0.0000



C15H13N3O6S7Sr | ωB97M-V/def2-TZVPD

Properties
Frontier orbital gap, eV: 4.587
HOMO energy, eV: -0.4
Energy above the lowest of the compared OMol25 structures with the same formula, charge and spin, kJ/mol: 173.2
Net charge: -2
Lowest unoccupied orbital energy, eV: 4.2

Last column: natural (NBO) charge in e.
Geometry (Å):
Sr -0.971 -0.752 2.247  1.7782
S 0.036 -3.145 3.941  -0.7930
S 0.659 -2.269 5.714  -0.1295
S 1.772 -0.633 5.227  -0.1214
S 0.460 0.812 4.510  -0.8187
C 4.017 -3.306 -0.940  -0.4085
N 3.793 -1.898 -1.145  -0.3928
C 3.944 -1.229 -2.336  -0.0696
C 3.539 0.034 -2.141  -0.0875
N 3.119 0.157 -0.819  -0.4006
C 3.258 -1.080 -0.171  0.2271
S 2.924 -1.620 1.353  -0.1408
C 2.525 1.357 -0.340  0.3860
C 2.663 2.528 -1.094  -0.2963
C 2.056 3.673 -0.617  -0.1620
C 1.359 3.628 0.579  -0.2699
C 1.303 2.419 1.256  0.0740
N 1.869 1.306 0.797  -0.4039
H 4.773 -3.645 -1.649  0.1824
H 3.094 -3.873 -1.076  0.2107
H 4.351 -3.462 0.083  0.2502
H 4.335 -1.705 -3.218  0.2082
H 3.505 0.848 -2.836  0.2162
H 3.229 2.563 -2.011  0.1959
H 2.132 4.594 -1.183  0.1970
H 0.858 4.499 0.982  0.2118
H 0.797 2.312 2.213  0.2475
O -2.203 -2.366 0.979  -1.0355
S -3.497 -1.790 1.368  2.3858
O -4.588 -2.722 1.471  -0.9754
O -3.315 -0.893 2.517  -1.0447
C -3.914 -0.667 -0.018  -0.2063
C -5.191 -0.863 -0.522  -0.2404
C -5.685 -0.127 -1.592  -0.2205
C -4.885 0.826 -2.183  -0.2270
C -3.604 1.045 -1.688  -0.2047
C -3.096 0.328 -0.616  -0.3273
S -1.436 0.891 -0.086  2.3963
O -1.050 1.940 -0.995  -0.9858
O -1.658 1.312 1.301  -1.0507
O -0.577 -0.295 -0.100  -1.0362
H -5.794 -1.629 -0.055  0.2451
H -6.690 -0.312 -1.954  0.1975
H -5.245 1.409 -3.023  0.1969
H -2.967 1.798 -2.130  0.2422



CH4FOP | ωB97M-V/def2-TZVPD

Properties
Frontier orbital gap, eV: 10.926
HOMO energy, eV: -10.1
Energy above the lowest of the compared OMol25 structures with the same formula, charge and spin, kJ/mol: 242.6
Lowest unoccupied orbital energy, eV: 0.8

Last column: natural (NBO) charge in e.
Geometry (Å):
O 0.091 1.544 -0.079  -0.7150
C -0.150 0.327 0.366  0.2624
F -1.462 0.023 0.175  -0.3668
P 0.981 -0.971 -0.409  0.2464
H -0.081 1.706 -0.994  0.4793
H 0.119 0.379 1.525  0.1470
H -0.015 -1.195 -1.211  -0.0382
H 0.516 -1.813 0.627  -0.0150



C39H45N9 | ωB97M-V/def2-TZVPD

Properties
Frontier orbital gap, eV: 8.285
HOMO energy, eV: -7.9
Energy above the lowest of the compared OMol25 structures with the same formula, charge and spin, kJ/mol: 364.3
Lowest unoccupied orbital energy, eV: 0.4

Last column: Löwdin charge in e.
Geometry (Å):
C 5.133 0.779 5.009  -0.1083
C 4.516 1.677 5.888  -0.1314
C 5.067 3.005 5.786  -0.1199
N 6.067 2.825 4.921  -0.0323
C 6.251 1.495 4.545  -0.1193
H 4.840 -0.249 4.857  0.0897
H 3.675 1.466 6.532  0.0777
H 4.814 3.931 6.281  0.1039
H 6.640 3.574 4.558  0.1446
H 7.041 1.149 3.895  0.0958
C -2.061 -6.894 0.771  -0.1502
C -1.361 -7.915 0.093  -0.0815
C -2.408 -8.814 -0.297  -0.1555
N -3.611 -8.312 0.018  -0.0068
C -3.409 -7.116 0.744  -0.1233
H -1.570 -6.081 1.285  0.0900
H -0.312 -8.049 -0.127  0.0828
H -2.499 -9.698 -0.911  0.1012
H -4.496 -8.732 -0.231  0.1451
H -4.236 -6.509 1.083  0.0983
C -2.468 3.203 -6.504  -0.1046
C -3.830 3.543 -6.558  -0.1287
C -4.567 2.374 -6.823  -0.1360
N -3.678 1.351 -6.698  -0.0150
C -2.487 1.837 -6.240  -0.1403
H -1.672 3.929 -6.582  0.0905
H -4.311 4.503 -6.670  0.0835
H -5.618 2.176 -6.977  0.1014
H -3.868 0.406 -7.001  0.1472
H -1.668 1.151 -6.077  0.1009
C -3.375 -4.217 -4.957  -0.0978
C -2.230 -3.935 -5.743  -0.1231
C -2.658 -3.702 -7.073  -0.1357
N -4.042 -3.916 -7.158  -0.0153
C -4.470 -4.387 -5.908  -0.1107
H -3.349 -4.519 -3.920  0.0820
H -1.270 -3.902 -5.249  0.0854
H -2.227 -3.532 -8.049  0.0918
H -4.573 -3.858 -8.015  0.1365
H -5.452 -4.827 -5.817  0.0883
C -0.206 -1.614 0.192  -0.1262
C -0.478 -0.555 -0.607  -0.1487
C -0.249 0.622 0.089  -0.1315
N 0.295 0.282 1.306  0.0084
C 0.285 -1.078 1.381  -0.1447
H -0.179 -2.665 -0.056  0.0950
H -0.801 -0.558 -1.637  0.0946
H -0.345 1.659 -0.198  0.1025
H 0.598 0.969 1.981  0.1492
H 0.687 -1.547 2.267  0.1015
C 0.599 -3.123 8.747  -0.1625
C -0.494 -3.545 9.464  -0.0842
C -0.169 -3.088 10.788  -0.1336
N 1.097 -2.584 10.823  -0.0094
C 1.571 -2.544 9.548  -0.1415
H 0.648 -2.969 7.679  0.0920
H -1.438 -3.949 9.130  0.0897
H -0.600 -3.173 11.774  0.0972
H 1.456 -2.071 11.615  0.1492
H 2.527 -2.110 9.296  0.1031
C 6.771 0.603 -1.286  -0.0862
C 7.710 1.398 -1.937  -0.1004
C 7.346 2.456 -2.752  -0.1490
N 6.103 2.986 -2.611  0.0322
C 5.124 2.289 -1.929  -0.1080
C 5.437 1.035 -1.297  -0.0624
H 7.055 -0.285 -0.740  0.1003
H 8.707 0.993 -2.028  0.0938
H 8.063 3.076 -3.270  0.0974
H 4.172 2.789 -1.831  0.0915
H 4.674 0.453 -0.801  0.0908
C -6.635 2.357 -1.338  -0.1031
C -5.969 1.170 -1.107  -0.0701
C -6.532 -0.006 -1.594  -0.1522
N -7.719 -0.003 -2.188  0.0485
C -8.253 1.179 -2.545  -0.1489
C -7.772 2.408 -2.110  -0.0756
H -6.169 3.301 -1.098  0.1032
H -5.057 1.273 -0.536  0.1000
H -6.006 -0.927 -1.391  0.1008
H -9.187 1.088 -3.079  0.0960
H -8.290 3.349 -2.223  0.1006
C 4.759 7.537 0.719  -0.0524
C 3.486 8.045 0.402  -0.0618
C 2.396 7.158 0.553  -0.1261
N 2.462 5.887 1.068  0.0742
C 3.713 5.581 1.356  -0.2428
C 4.832 6.244 1.260  -0.0935
H 5.568 8.241 0.588  0.1002
H 3.272 9.018 -0.015  0.0955
H 1.375 7.432 0.331  0.0938
H 3.719 4.558 1.703  0.1048
H 5.769 5.747 1.463  0.1077



C5H9N | ωB97M-V/def2-TZVPD

Properties
Frontier orbital gap, eV: 12.323
HOMO energy, eV: -11.5
Energy above the lowest of the compared OMol25 structures with the same formula, charge and spin, kJ/mol: 10.4
Lowest unoccupied orbital energy, eV: 0.9

Last column: natural (NBO) charge in e.
Geometry (Å):
C -0.451 1.448 -0.318  -0.6112
C -0.472 0.071 0.346  -0.2014
C -0.894 -1.028 -0.648  -0.6197
C 0.877 -0.242 1.019  -0.5083
C 1.985 -0.382 0.066  0.2852
N 2.860 -0.511 -0.679  -0.3323
H -0.240 2.244 0.405  0.2083
H -1.416 1.664 -0.788  0.2161
H 0.315 1.490 -1.101  0.2155
H -1.196 0.096 1.170  0.2046
H -0.759 -0.702 -1.685  0.2169
H -1.948 -1.291 -0.524  0.2178
H -0.309 -1.946 -0.527  0.2134
H 0.806 -1.181 1.580  0.2479
H 1.138 0.546 1.734  0.2472



Computed max |F|, in the same sequence as the records: 4.71 3.93 4.26 0.80 4.24 3.56 5.75 1.11 eV/A.